This record from the OMol25 dataset describes 2 unconnected molecules or ions with the total composition H2N5O. The level of theory is ωB97M-V/def2-TZVPD.

F_max: 6.6 eV/Å
Net charge: +1
HOMO: -15.820 eV
Calculated total energy: -349.7332 Ha
Energy relative to the best compared isomer or geometry (same formula, charge and spin): 226.3 kJ/mol

Geometry as XYZ:
```
8
Properties=species:S:1:pos:R:3:forces:R:3
N -1.2508 0.1188 -0.0409 1.350 3.506 -0.251
N -0.6456 1.0881 -0.2508 0.285 0.333 -0.922
N -1.4806 -0.8620 0.4698 -2.957 -5.889 0.544
N 2.9480 0.4355 0.2072 2.301 1.918 0.859
N 2.0777 -0.2007 0.0259 2.161 1.184 0.084
O 1.2123 -0.8834 -0.2489 -4.150 -3.289 -0.936
H -2.0458 -1.8036 0.1514 1.706 3.016 0.522
H -0.8152 2.1073 -0.3137 -0.696 -0.778 0.101
```
Forces are in eV/Å.



This record from the OMol25 dataset describes 7 unconnected molecules or ions with the total composition C20H42O20. The level of theory is ωB97M-V/def2-TZVPD.

F_max: 4.2 eV/Å
Net charge: 0
HOMO: -9.833 eV
Calculated total energy: -2292.0012 Ha

Geometry as XYZ:
```
82
Properties=species:S:1:pos:R:3:forces:R:3
C 11.6763 12.7157 13.5692 -0.851 -2.130 0.749
C 11.5990 11.1214 13.3857 1.448 0.920 -0.231
O 11.3877 10.8342 12.0055 -0.467 0.479 -0.029
O 12.6809 13.2807 12.8006 0.417 0.364 -0.419
H 11.9427 12.9818 14.5921 -0.012 -0.442 0.275
H 10.6769 13.1288 13.4326 -0.093 0.187 -0.535
H 10.9608 10.5096 14.0232 -0.736 0.672 0.224
H 12.5879 10.7212 13.6093 0.464 0.242 0.312
H 11.3945 9.8781 11.9185 -0.246 -0.140 0.001
H 12.4997 13.1652 11.8650 -0.133 -0.221 -0.396
C 7.5183 10.3617 14.0500 -1.348 -0.339 -1.177
O 7.9208 11.0406 15.1990 0.309 -0.237 1.254
C 8.1210 12.3328 15.0712 0.212 2.128 -1.952
O 8.0130 13.0059 14.0439 0.064 -1.456 1.612
O 8.4860 12.8285 16.2489 0.422 -0.378 0.666
C 8.8175 14.2069 16.2869 -1.306 1.283 0.513
H 6.6945 10.9189 13.6037 0.374 0.265 -0.552
H 7.0107 9.4324 14.3086 0.653 -0.189 0.491
H 8.3480 10.1946 13.3631 -0.121 0.059 -0.019
H 8.6276 14.6207 17.2773 0.542 -0.874 0.587
H 8.0206 14.7687 15.7997 0.544 -0.007 -1.054
H 9.8369 14.4615 15.9971 -0.234 -0.310 -0.388
C 15.7080 14.9224 11.5968 -1.187 1.547 -1.200
O 16.3728 13.8101 12.0713 0.104 -1.892 1.273
C 17.6362 13.5787 11.7932 2.589 0.721 -0.795
O 18.3732 14.3458 11.1768 -1.141 -1.551 0.985
O 18.0105 12.3691 12.3394 -1.320 1.092 -0.243
C 19.3320 11.8655 12.2409 0.809 -0.070 0.127
H 15.8810 15.8622 12.1212 0.742 -0.167 0.198
H 14.6336 14.7764 11.7080 0.098 -0.568 0.098
H 15.8957 15.0690 10.5331 0.222 0.089 0.024
H 20.0836 12.6414 12.0962 -0.249 0.087 -0.301
H 19.4223 11.0707 11.5004 -0.266 0.393 -0.491
H 19.5972 11.3480 13.1628 -0.441 0.299 0.340
C 9.3961 9.5077 17.7664 -0.942 0.500 0.748
O 10.3712 9.1554 16.8157 0.721 -0.296 -0.630
C 11.6881 9.2896 17.0608 0.759 1.345 3.878
O 12.2181 9.6984 18.1324 -2.040 -1.182 -3.423
O 12.3399 8.8971 15.9915 -0.059 -0.109 -0.500
C 13.7377 9.1717 15.9829 1.037 -0.521 0.489
H 9.5225 9.0234 18.7346 0.394 0.099 -0.057
H 8.4121 9.2229 17.3941 0.288 -0.458 -0.394
H 9.2731 10.5854 17.8737 0.626 0.102 0.155
H 14.2344 8.8388 16.8943 -0.408 0.300 0.347
H 13.9276 10.2385 15.8643 -0.002 -0.229 -0.178
H 14.2086 8.5304 15.2379 -0.448 0.426 -0.531
C 15.7923 12.8033 19.7714 -0.694 -1.154 -0.159
O 15.4057 13.3526 18.5161 0.572 -0.295 -2.083
C 15.4567 12.5843 17.3525 0.207 -1.695 0.849
O 15.7244 11.3713 17.2770 -0.492 3.354 0.194
O 15.0967 13.4028 16.3638 0.272 1.285 2.544
C 15.1239 13.0990 15.0062 -0.585 -1.431 -0.368
H 16.4313 11.9292 19.6460 0.012 0.051 -0.070
H 14.8490 12.4848 20.2150 0.212 -0.139 0.451
H 16.2820 13.5295 20.4203 -0.091 0.278 -0.506
H 14.5457 13.8545 14.4743 0.426 0.155 0.129
H 14.5322 12.1864 14.9340 0.405 -0.340 -0.770
H 16.1538 12.9892 14.6665 -0.237 -0.066 -0.269
C 9.8775 6.2259 14.7552 -1.101 -0.186 1.506
O 11.1415 6.4456 14.2802 2.680 1.531 -2.519
C 11.3195 7.2447 13.1936 1.809 -2.148 -0.486
O 10.5145 7.8936 12.5999 -0.676 0.582 0.245
O 12.6125 7.0412 12.7431 -0.767 -0.296 1.515
C 12.9115 7.3641 11.3827 -0.589 0.582 0.554
H 9.4856 5.2874 14.3630 -0.269 0.181 -0.277
H 9.2258 7.0875 14.6102 -0.131 -0.201 -0.034
H 10.0926 6.0669 15.8119 -0.734 0.074 0.202
H 12.4669 8.3449 11.2139 0.120 -0.166 -0.711
H 12.5015 6.5784 10.7482 -0.027 0.246 -0.192
H 13.9934 7.4311 11.2688 -0.150 -0.118 0.236
C 14.2148 13.9905 7.6360 1.573 0.430 -0.260
O 12.8524 13.7984 7.4236 -1.268 0.026 0.886
C 12.2024 13.1961 8.4360 0.823 -2.317 1.345
O 12.5954 13.0155 9.5976 -0.813 1.073 -2.469
O 11.1552 12.5821 7.8772 0.165 0.149 -0.455
C 10.4170 11.6129 8.6110 -0.782 0.145 0.815
H 14.5672 14.6039 6.8068 -0.083 0.129 0.156
H 14.7516 13.0450 7.5581 -0.065 -0.161 0.203
H 14.4617 14.4646 8.5859 -0.220 -0.007 -0.025
H 10.9913 10.8023 9.0597 0.535 0.497 0.114
H 9.7059 11.1103 7.9554 0.146 0.502 -0.404
H 9.8532 12.1581 9.3680 0.027 -0.382 0.264
```
Forces are in eV/Å.



This record from the OMol25 dataset describes 2 unconnected molecules or ions with the total composition C3H6NO3S. The level of theory is ωB97M-V/def2-TZVPD.

F_max: 3.4 eV/Å
Net charge: -1
HOMO (alpha / beta): -5.166 / -3.585 eV
Calculated total energy: -796.4963 Ha
Energy relative to the best compared isomer or geometry (same formula, charge and spin): 497.1 kJ/mol

Geometry as XYZ:
```
14
Properties=species:S:1:pos:R:3:forces:R:3
C 1.0440 -0.6172 -2.1519 -0.632 -3.132 1.279
C -0.2073 -0.9161 1.5750 -0.328 -0.128 1.011
C 0.2474 0.3489 0.9654 2.106 -0.020 -1.201
N 1.1059 -1.2730 -1.0632 0.495 1.131 -1.623
O 0.0321 1.9245 -1.0735 -1.155 0.225 1.138
O -1.1744 2.2483 1.1799 0.190 0.204 -1.955
O -1.9818 0.6129 -0.4639 0.590 0.222 -0.171
S -0.8309 1.3833 0.0051 0.320 -0.206 1.978
H 1.1130 -1.1306 -3.1399 0.525 0.035 0.506
H 0.5573 0.3078 -2.1643 -0.286 2.039 0.047
H -0.7208 -1.4110 0.7723 -0.792 -0.476 -0.038
H -0.8969 -0.6518 2.4063 -0.068 -0.349 -0.420
H 0.4830 -1.6867 2.0024 0.162 1.146 -0.521
H 1.2294 0.8607 1.1502 -1.127 -0.691 -0.029
```
Forces are in eV/Å.



This record from the OMol25 dataset describes C17H21BFNO in the gas phase. The level of theory is ωB97M-V/def2-TZVPD.

F_max: 0.5 eV/Å
Net charge: 0
HOMO: -8.516 eV
Calculated total energy: -915.1592 Ha
Energy relative to the best compared isomer or geometry (same formula, charge and spin): 0.0 kJ/mol

Geometry as XYZ:
```
42
Properties=species:S:1:pos:R:3:forces:R:3
O -2.9195 -3.1398 -0.4679 -0.003 0.114 0.015
C -2.7724 -1.8428 -0.9255 -0.191 0.117 -0.228
C -3.9198 -1.0453 -0.9833 0.327 0.236 -0.166
C -3.8855 0.2265 -1.5475 0.345 -0.326 0.052
C -2.6839 0.7021 -2.0717 0.129 -0.425 0.202
C -1.5425 -0.0944 -1.9967 -0.460 0.060 0.251
C -1.5518 -1.3742 -1.4226 -0.199 0.370 -0.025
C -0.2427 -2.1308 -1.4582 -0.108 -0.215 0.040
N -0.0901 -3.1973 -0.4780 0.365 0.305 0.215
C -0.0449 -2.7822 0.9284 -0.099 -0.047 -0.119
C 1.2993 -2.2807 1.4850 -0.023 0.032 -0.042
C 1.5939 -0.7754 1.3916 -0.133 -0.343 0.030
B 0.6436 0.1681 2.1981 0.077 0.099 0.181
F -0.3396 -0.3857 2.9295 0.048 0.055 -0.031
C 0.8141 1.7369 2.3235 -0.152 -0.121 -0.369
C 1.3976 2.3882 1.0969 0.254 0.183 -0.270
C 2.7849 2.4366 0.8994 -0.335 0.117 -0.258
C 3.3288 3.0004 -0.2533 -0.416 0.015 0.113
C 2.4911 3.5411 -1.2290 -0.159 -0.187 0.353
C 1.1095 3.5077 -1.0390 0.314 -0.147 0.201
C 0.5686 2.9344 0.1124 0.405 0.001 -0.155
H -2.9162 -3.1449 0.4943 0.033 -0.052 0.015
H -4.8406 -1.4626 -0.6002 -0.050 -0.004 0.017
H -4.7855 0.8235 -1.5873 -0.023 0.039 -0.012
H -2.6238 1.6806 -2.5263 -0.031 0.050 -0.018
H -0.6064 0.2893 -2.3816 0.074 0.023 -0.033
H -0.1591 -2.5823 -2.4495 0.027 -0.114 -0.011
H 0.5554 -1.3830 -1.4036 0.096 0.139 0.001
H 0.7764 -3.6803 -0.6815 -0.076 -0.152 -0.088
H -0.3406 -3.6531 1.5163 -0.008 -0.058 0.050
H -0.8191 -2.0318 1.0927 -0.051 0.074 -0.023
H 1.3485 -2.5736 2.5350 -0.022 0.014 0.080
H 2.0951 -2.8433 0.9897 0.072 -0.026 -0.024
H 1.6796 -0.4447 0.3567 -0.033 0.126 -0.137
H 2.5934 -0.5926 1.8080 0.075 0.078 -0.039
H -0.1613 2.1683 2.5526 -0.038 0.065 0.086
H 1.4605 1.9462 3.1796 0.008 -0.086 0.151
H 3.4382 2.0301 1.6614 0.057 -0.014 0.019
H 4.4020 3.0298 -0.3785 0.052 -0.001 -0.029
H 2.9119 3.9869 -2.1192 -0.006 0.018 -0.039
H 0.4583 3.9318 -1.7912 -0.064 0.003 0.001
H -0.5054 2.9122 0.2407 -0.075 -0.015 0.043
```
Forces are in eV/Å.



This record from the OMol25 dataset describes 2 unconnected molecules or ions with the total composition C30H65N8O4. The level of theory is ωB97M-V/def2-TZVPD.

F_max: 1.5 eV/Å
Net charge: +1
HOMO: -9.772 eV
Calculated total energy: -1920.6879 Ha

Geometry as XYZ:
```
107
Properties=species:S:1:pos:R:3:forces:R:3
C 8.4032 -0.6444 -1.0045 0.196 -0.159 0.232
C 7.6971 0.0894 0.1331 0.202 0.063 -0.484
C 6.4389 0.8347 -0.3114 -0.129 -0.392 0.560
C 5.4357 0.9927 0.8503 0.037 0.070 -0.441
C 4.6040 2.2875 0.8022 0.381 -0.096 0.222
C 4.8093 3.2222 2.0168 -0.735 0.206 -0.404
C 3.5022 3.5630 2.7605 0.726 -0.423 0.631
C 3.3522 2.6729 4.0078 -0.382 0.357 -0.238
C 1.8995 2.4998 4.4865 0.180 -0.480 -0.399
C 1.4907 1.0224 4.6226 -0.235 0.351 0.651
N 0.4876 0.6637 3.6060 0.139 -0.319 0.462
C 1.0517 0.6006 2.2413 0.290 0.093 -0.089
C 1.9385 -0.6081 1.9339 -0.065 0.207 -0.938
C 2.0572 -0.7595 0.4064 0.244 -0.427 0.042
C 2.0391 -2.2163 -0.0787 -0.067 -0.188 -0.351
N 1.1869 -2.4092 -1.2705 0.046 0.084 -0.320
C 1.9229 -2.7786 -2.4345 0.277 0.085 -0.682
N 2.3841 -1.8819 -3.2061 -0.439 -0.247 0.500
N 2.0901 -4.1775 -2.7020 0.434 0.428 0.104
C -0.2399 -0.4578 3.9137 0.282 0.332 0.207
N 0.3493 -1.5052 4.6194 -0.786 0.048 -0.371
C -0.1578 -2.8563 4.3466 0.154 -0.271 1.068
O 0.5080 -3.7502 5.2088 0.273 0.021 -0.790
N -0.3344 -4.1267 6.3347 -0.120 -0.196 0.568
O -0.3754 -3.2889 7.1271 -0.154 0.111 0.017
N -1.4764 -0.5158 3.5108 0.307 -0.141 -0.698
C -2.2160 0.5574 2.8193 -0.406 -0.061 -0.046
C -3.4626 -0.0364 2.1622 1.161 0.302 -0.057
C -3.1208 -0.7082 0.8150 -0.784 -0.358 0.282
C -3.8536 -0.0627 -0.3630 0.786 0.174 -0.111
C -3.1510 1.1655 -0.9880 -0.837 -0.486 0.028
O -1.7583 1.2707 -0.6576 0.155 0.300 -0.240
C -1.3009 2.5590 -0.6039 -0.382 1.243 0.732
C -0.0061 2.8036 -1.3383 -0.225 -0.773 0.530
O -1.8860 3.4345 0.0036 0.444 -1.103 -0.673
H 7.7007 -1.1340 -1.6734 -0.154 0.007 -0.114
H 9.0420 0.0136 -1.5858 -0.057 0.146 -0.181
H 9.0451 -1.4272 -0.6067 0.144 -0.047 0.037
H 7.4529 -0.6276 0.9140 -0.175 -0.093 0.111
H 8.4014 0.7984 0.5654 0.016 0.053 0.260
H 6.6818 1.8089 -0.7250 0.138 0.120 -0.126
H 5.9681 0.2448 -1.0952 -0.119 0.116 -0.264
H 4.7912 0.1139 0.8177 -0.069 -0.078 0.202
H 5.9808 0.9325 1.7889 0.070 0.079 0.187
H 3.5430 2.0722 0.6709 -0.134 -0.095 0.045
H 4.9021 2.8294 -0.0904 -0.103 0.093 -0.201
H 5.4966 2.7595 2.7171 0.245 0.072 0.125
H 5.2472 4.1524 1.6686 0.255 0.058 0.021
H 3.5341 4.6029 3.0698 -0.337 0.203 -0.066
H 2.6449 3.3865 2.1170 -0.137 0.294 -0.236
H 3.7913 1.7092 3.7554 -0.040 -0.276 0.103
H 3.9384 3.0812 4.8258 0.285 -0.003 0.009
H 1.2120 2.9503 3.7738 -0.067 0.175 -0.068
H 1.7205 3.0065 5.4272 0.071 0.069 0.181
H 1.0225 0.8962 5.5987 -0.145 -0.101 0.044
H 2.3569 0.3643 4.6177 0.124 -0.146 -0.218
H 0.2610 0.6702 1.5016 -0.275 -0.068 -0.012
H 1.6584 1.4945 2.1253 -0.098 0.210 -0.017
H 2.9425 -0.4611 2.3190 0.043 -0.151 0.461
H 1.5301 -1.5424 2.3068 -0.057 -0.010 0.350
H 1.2529 -0.2363 -0.0959 -0.319 0.215 -0.045
H 2.9814 -0.3138 0.0516 -0.030 0.266 -0.078
H 1.7120 -2.9053 0.6990 -0.096 0.051 0.231
H 3.0548 -2.5053 -0.3440 0.149 -0.133 0.087
H 0.7346 -1.5426 -1.5291 0.020 0.193 0.227
H 2.8492 -2.3248 -3.9927 0.014 -0.066 -0.097
H 2.4695 -4.6307 -1.8797 -0.116 -0.225 0.052
H 1.1961 -4.5980 -2.9134 -0.156 -0.098 0.127
H 0.4108 -1.3373 5.6171 0.433 0.088 0.033
H -1.2302 -2.9646 4.5348 -0.202 0.015 -0.184
H 0.0878 -3.1536 3.3345 -0.031 0.152 -0.268
H -2.0141 -1.3480 3.6974 -0.005 -0.127 0.060
H -2.4450 1.3119 3.5673 -0.070 0.070 0.096
H -1.6227 1.0205 2.0444 0.310 0.063 0.018
H -3.8988 -0.7440 2.8640 -0.461 0.039 0.011
H -4.1297 0.8025 1.9989 -0.362 -0.052 0.099
H -2.0473 -0.7558 0.6542 0.179 0.152 -0.097
H -3.4503 -1.7449 0.8600 -0.023 -0.121 -0.022
H -4.8324 0.2628 -0.0241 -0.216 -0.093 -0.049
H -4.0100 -0.8043 -1.1389 -0.017 -0.139 -0.101
H -3.2011 1.0663 -2.0689 0.021 0.070 -0.173
H -3.6991 2.0605 -0.7167 0.302 0.290 0.199
H 0.3816 1.8763 -1.7373 0.122 -0.145 -0.186
H -0.1916 3.4994 -2.1461 0.018 0.236 -0.058
H 0.7071 3.2106 -0.6298 0.125 0.302 -0.060
C -7.3025 -2.7116 -5.2697 -0.001 -0.001 -0.022
C -7.2426 -1.2207 -4.9745 -0.048 -0.104 -0.126
N -6.0754 -0.8377 -4.1996 0.083 0.047 0.191
C -6.1482 0.5132 -3.6776 -0.130 0.197 0.108
C -6.1673 1.6800 -4.6730 0.095 0.075 0.082
C -4.7936 -1.2322 -4.7579 0.129 -0.178 -0.106
C -4.4345 -0.7402 -6.1663 0.123 0.018 0.037
H -7.2407 -3.2934 -4.3493 0.037 0.010 0.013
H -8.2465 -2.9502 -5.7597 -0.008 0.003 -0.005
H -6.5016 -3.0320 -5.9368 -0.001 -0.007 0.001
H -8.1280 -0.9533 -4.3926 0.039 0.098 0.036
H -7.3167 -0.6692 -5.9242 -0.029 -0.005 0.000
H -5.3174 0.6589 -2.9791 0.064 -0.069 -0.058
H -7.0512 0.5817 -3.0623 -0.051 -0.094 -0.059
H -5.1878 1.8570 -5.1154 -0.015 -0.042 -0.067
H -6.4536 2.5980 -4.1557 -0.017 -0.012 0.008
H -6.8861 1.5216 -5.4761 -0.007 -0.026 -0.010
H -4.7495 -2.3240 -4.7585 -0.074 0.001 -0.010
H -4.0095 -0.9230 -4.0591 -0.059 0.094 0.038
H -5.2679 -0.8422 -6.8614 -0.025 -0.013 0.015
H -3.6075 -1.3329 -6.5619 -0.007 -0.012 0.009
H -4.1117 0.2996 -6.1702 -0.081 0.031 -0.031
```
Forces are in eV/Å.